ORCA calculation (the ωB97M-V functional and the def2-TZVPD basis) on a 2-piece molecular cluster, C4H7NO overall.

Geometry (Å):
1 C 0.727 0.702 0.605
2 C 1.095 0.876 1.972
3 C 2.087 -0.033 2.232
4 N 2.373 -0.689 1.053
5 C 1.567 -0.215 0.037
6 H -0.071 1.324 0.230
7 H 0.614 1.487 2.714
8 H 2.850 -0.051 2.996
9 H 3.282 -1.076 0.870
10 H 1.889 -0.514 -0.946
11 O -5.837 -0.430 -4.152
12 H -5.807 -0.816 -5.032
13 H -5.078 0.178 -4.208

Properties
Molar mass (g/mol): 85.1
HOMO level (eV): -8.38
SMILES string: c1cc[nH]c1.O
DFT total energy (eV): -7798.3348

***

ORCA calculation (the ωB97M-V functional and the def2-TZVPD basis) on an isolated molecule of C4H7NO.

Geometry (Å):
1 O -0.884 1.386 2.875
2 C -0.686 1.337 1.680
3 N -0.147 0.269 1.018
4 C -0.124 0.145 -0.410
5 C -0.025 -1.259 -0.917
6 C 1.107 -0.294 -1.149
7 H -0.944 2.165 0.992
8 H -0.278 -0.624 1.464
9 H -0.781 0.847 -0.919
10 H 0.170 -2.032 -0.172
11 H -0.675 -1.580 -1.723
12 H 1.242 0.092 -2.155
13 H 2.022 -0.451 -0.583

Properties
Molar mass (g/mol): 85.1
HOMO level (eV): -9.50
SMILES string: O=CNC1CC1
DFT total energy (eV): -7798.1831

***

ORCA calculation (the ωB97M-V functional and the def2-TZVPD basis) on an isolated molecule of C4H7NO.

Geometry (Å):
1 C 1.751 0.576 0.154
2 C 0.358 0.164 -0.140
3 C -0.352 -1.084 0.275
4 N -1.600 -0.774 -0.461
5 C -1.782 0.551 -0.075
6 O -0.596 1.120 -0.007
7 H 1.960 1.558 -0.280
8 H 1.941 0.622 1.235
9 H 2.455 -0.138 -0.282
10 H -1.027 -0.596 -1.362
11 H 0.048 -2.029 -0.089
12 H -0.527 -1.141 1.372
13 H -2.629 1.171 -0.340

Properties
Molar mass (g/mol): 85.1
HOMO level (alpha / beta) (eV): -7.51 / -7.44
DFT total energy (eV): -7795.3153

***

ORCA calculation (the ωB97M-V functional and the def2-TZVPD basis) on an isolated molecule of C4H7NO.

Geometry (Å):
1 C 1.884 -0.364 -0.052
2 C 0.621 0.348 -0.196
3 O 0.456 1.622 -0.145
4 C -0.603 -0.481 -0.264
5 C -1.528 0.088 0.726
6 N -1.906 0.186 -0.796
7 H 2.072 -0.194 0.991
8 H 1.890 -1.389 -0.527
9 H 2.680 0.260 -0.483
10 H -0.467 -1.506 -0.681
11 H -1.209 0.899 1.522
12 H -2.363 -0.628 0.951
13 H -1.528 1.159 -1.046

Properties
Molar mass (g/mol): 85.1
HOMO level (eV): -10.07
SMILES string: CC(=O)[C@H]1CN1
DFT total energy (eV): -7796.3637

***

ORCA calculation (the ωB97M-V functional and the def2-TZVPD basis) on an isolated molecule of C4H7NO.

Geometry (Å):
1 C -0.206 -1.407 0.644
2 C -0.048 -0.729 -0.803
3 O 0.543 -1.210 -1.741
4 C -0.552 0.664 -0.631
5 C 0.346 1.090 0.436
6 N 0.080 1.909 -0.912
7 H -1.253 -1.357 0.975
8 H 0.358 -1.080 1.553
9 H 0.108 -2.421 0.481
10 H -1.611 0.781 -0.435
11 H 1.343 0.643 0.460
12 H -0.038 1.299 1.440
13 H 0.931 1.817 -1.467

Properties
Molar mass (g/mol): 85.1
HOMO level (eV): -9.71
SMILES string: CC(=O)[C@H]1CN1
DFT total energy (eV): -7796.2951

***

ORCA calculation (the ωB97M-V functional and the def2-TZVPD basis) on a 2-piece molecular cluster, C4H7NO overall.

Geometry (Å):
1 C -1.193 -0.383 1.966
2 C -0.203 -0.156 0.818
3 O 1.002 -0.064 1.035
4 C -0.826 0.087 -0.450
5 C 1.194 0.835 -2.037
6 N 1.293 -0.425 -1.858
7 H -2.090 -0.947 1.692
8 H -1.508 0.579 2.382
9 H -0.642 -0.928 2.736
10 H -1.058 -0.797 -1.051
11 H 1.516 1.586 -1.309
12 H 0.810 1.209 -2.989
13 H 1.705 -0.595 -0.935

Properties
Molar mass (g/mol): 85.1
HOMO level (eV): -9.42
DFT total energy (eV): -7794.3586

***

ORCA calculation (the ωB97M-V functional and the def2-TZVPD basis) on an isolated molecule of C4H7NO.

Geometry (Å):
1 C -2.067 -0.530 0.666
2 C -0.612 -0.663 0.422
3 N 0.040 0.420 0.386
4 C 0.933 0.445 -0.743
5 C 2.264 0.816 -0.200
6 O 3.221 0.085 -0.263
7 H -2.427 -0.941 1.601
8 H -2.546 -1.030 -0.186
9 H -2.271 0.541 0.587
10 H -0.199 -1.609 0.034
11 H 0.979 -0.495 -1.311
12 H 0.436 1.201 -1.370
13 H 2.250 1.761 0.377

Properties
Molar mass (g/mol): 85.1
HOMO level (eV): -9.23
SMILES string: C/C=N/CC=O
DFT total energy (eV): -7797.0786

***

ORCA calculation (the ωB97M-V functional and the def2-TZVPD basis) on an isolated molecule of C4H7NO.

Geometry (Å):
1 C 2.318 0.277 0.791
2 N 1.387 -0.842 0.473
3 C 0.166 -0.622 0.279
4 C -1.366 -0.816 -0.283
5 C -1.823 0.404 0.493
6 O -0.457 0.841 0.479
7 H 1.764 1.214 0.864
8 H 3.074 0.369 -0.005
9 H 2.874 0.108 1.724
10 H -1.813 -1.778 -0.106
11 H -1.332 -0.531 -1.345
12 H -2.573 1.093 0.031
13 H -2.208 0.187 1.505

Properties
Molar mass (g/mol): 85.1
HOMO level (eV): -9.50
SMILES string: C/N=C1/CCO1
DFT total energy (eV): -7796.3589

***

ORCA calculation (the ωB97M-V functional and the def2-TZVPD basis) on a 2-piece molecular cluster, C4H7NO overall.

Geometry (Å):
1 C 1.859 0.414 0.532
2 O 0.678 -0.202 0.790
3 C -0.108 -0.722 -0.065
4 C -1.463 -1.152 0.361
5 C -0.190 1.888 -1.005
6 N -1.133 2.158 -1.618
7 H 2.416 0.557 1.449
8 H 0.739 1.678 -0.419
9 H 2.382 0.019 -0.340
10 H 0.264 -0.862 -1.080
11 H -1.617 -2.221 0.175
12 H -1.603 -0.951 1.425
13 H -2.226 -0.603 -0.205

Properties
Molar mass (g/mol): 85.1
HOMO level (alpha / beta) (eV): -7.98 / -7.82
DFT total energy (eV): -7794.8614

***

ORCA calculation (the ωB97M-V functional and the def2-TZVPD basis) on an isolated molecule of C4H7NO.

Geometry (Å):
1 O -2.399 -0.313 0.583
2 N -1.172 -0.188 1.221
3 C -0.223 -0.020 0.389
4 C -0.293 -0.018 -1.121
5 C 1.161 -0.247 -1.501
6 C 1.199 0.111 0.855
7 H -3.003 -0.498 1.316
8 H -0.939 -0.834 -1.462
9 H -0.719 0.933 -1.473
10 H 1.808 -0.419 0.068
11 H 1.641 0.751 -1.574
12 H 1.418 -0.412 1.785
13 H 1.521 1.156 0.915

Properties
Molar mass (g/mol): 85.1
HOMO level (eV): -8.76
DFT total energy (eV): -7793.1651

***

ORCA calculation (the ωB97M-V functional and the def2-TZVPD basis) on C4H7NO as an isolated structure.

Geometry (Å):
1 C -1.075 -1.180 -0.599
2 C -1.041 -0.190 0.441
3 C 1.252 1.019 0.874
4 C 0.343 0.958 -0.379
5 N -0.383 -2.266 -0.520
6 O -1.569 0.078 1.486
7 H -1.856 -0.893 -1.397
8 H 1.899 1.859 0.697
9 H 1.784 0.030 0.849
10 H 0.577 1.107 1.724
11 H 0.713 0.338 -1.129
12 H -0.213 1.893 -0.563
13 H -0.431 -2.753 -1.484

Properties
Molar mass (g/mol): 85.1
HOMO level (eV): -8.83
DFT total energy (eV): -7796.0559

***

ORCA calculation (the ωB97M-V functional and the def2-TZVPD basis) on an isolated molecule of C4H7NO.

Geometry (Å):
1 O -0.636 1.043 -1.686
2 C 0.272 0.834 -0.647
3 C -0.273 0.886 0.825
4 C 0.106 -0.581 0.965
5 N -0.614 -1.286 -0.111
6 C 0.671 -0.625 -0.401
7 H -1.280 0.321 -1.596
8 H 1.120 1.505 -0.806
9 H -1.339 1.111 0.922
10 H 0.314 1.552 1.464
11 H 0.430 -1.112 1.855
12 H -0.442 -2.285 -0.016
13 H 1.508 -1.184 -0.807

Properties
Molar mass (g/mol): 85.1
HOMO level (eV): -9.44
SMILES string: O[C@H]1C[C@H]2N[C@@H]12
DFT total energy (eV): -7797.0373